# 1
Formula: C3H6N2O2
Source: the Open Molecules 2025 dataset
Level of theory: wB97M-V/def2-TZVPD

Its structure (SMILES) is NCC(=O)NC=O. For the frontier orbital gap, the calculation gives 10.37 eV. The HOMO energy comes out at -9.7 eV.

```
13
Properties=species:S:1:pos:R:3:forces:R:3:mulliken_charge:R:1
O -0.785558 0.903282 1.452483 -0.37 -0.77 0.81 -0.544
C -0.219792 0.226315 0.644341 1.67 1.72 -1.35 0.515
N 0.261889 0.940531 -0.531174 -1.02 -1.02 0.79 -0.111
C 0.074507 0.415222 -1.788942 0.68 -1.91 -0.47 0.125
O 0.548102 0.848757 -2.805022 -0.51 0.52 0.02 -0.494
C 0.357268 -1.178547 0.798693 -2.36 -0.11 0.37 -0.442
N -0.206717 -1.782672 1.988340 0.99 -0.32 0.09 -0.506
H 0.276410 1.942903 -0.370406 0.08 -0.11 -0.43 0.276
H -0.438576 -0.631581 -1.802787 0.49 1.57 0.25 0.188
H 1.441835 -1.114792 0.714799 0.11 0.05 0.30 0.264
H -0.010223 -1.760333 -0.049801 0.34 0.04 -0.24 0.285
H -0.592816 -1.139486 2.661406 -0.11 -0.06 -0.17 0.237
H -0.721633 -2.640633 1.857891 0.00 0.41 0.03 0.206
```
Positions in Å, forces in eV/Å.

# 2
Formula: C3H6N2O2
Source: the Open Molecules 2025 dataset
Level of theory: wB97M-V/def2-TZVPD

For the frontier orbital gap (alpha / beta), the calculation gives 8.40 / 8.40 eV. The HOMO energy (alpha / beta) comes out at -8.8 / -8.8 eV.

```
13
Properties=species:S:1:pos:R:3:forces:R:3:mulliken_charge:R:1
C -1.103199 -1.719094 -0.345088 1.05 1.15 -0.09 -0.710
C -1.122143 -0.645765 0.446528 2.14 -0.65 -1.57 -0.150
C 0.098933 0.173743 0.512907 -0.69 3.82 -0.82 0.136
N 2.374210 0.076223 0.235552 1.61 -0.14 0.20 0.182
N -0.135507 2.217571 -0.075407 0.55 -2.78 1.19 -0.640
O 3.297121 -0.342192 -0.357079 -1.95 0.45 0.27 -0.305
O 1.109321 -0.229783 -0.363107 -0.25 -0.07 0.64 -0.225
H -1.969813 -2.306484 -0.302127 -0.81 -1.16 -0.49 0.296
H -0.231392 -1.886981 -0.999282 -0.83 -0.40 0.44 0.258
H -1.992137 -0.480924 0.999097 -0.84 0.81 1.14 0.389
H 0.398485 0.655716 1.447652 0.30 -0.81 -0.29 0.372
H -1.107464 2.470813 -0.271455 0.25 -0.51 -0.35 0.192
H 0.383590 2.017153 -0.928190 -0.53 0.28 -0.28 0.205
```
Positions in Å, forces in eV/Å.

# 3
Formula: C3H6N2O2
Source: the Open Molecules 2025 dataset
Level of theory: wB97M-V/def2-TZVPD

Its structure (SMILES) is C[C@@]12ON1[C@]2(N)O. For the frontier orbital gap, the calculation gives 10.37 eV. The HOMO energy comes out at -9.4 eV.

```
13
Properties=species:S:1:pos:R:3:forces:R:3:mulliken_charge:R:1
C 1.079491 -1.086158 -1.031929 -0.24 0.06 -0.12 -1.233
C -0.452556 0.654234 0.486852 0.37 -0.08 -0.94 0.906
C -0.051055 -0.210102 -0.652938 0.45 0.34 0.34 0.643
N 0.212242 0.516603 1.717127 -0.16 0.06 -0.01 -0.594
O -0.936341 1.910741 0.295288 -0.14 0.38 0.20 -0.569
N -1.276605 -0.521917 0.020871 -0.57 -0.84 1.43 -0.572
O -1.246071 -0.056428 -1.354160 -0.04 0.40 -1.15 -0.404
H -1.381747 1.931397 -0.567201 0.15 -0.16 0.16 0.360
H 0.134620 -0.427294 2.073114 0.01 0.01 0.04 0.258
H -0.160085 1.177594 2.387322 -0.02 -0.08 0.01 0.276
H 1.694900 -1.266349 -0.154528 0.10 -0.02 0.03 0.291
H 0.704308 -2.029476 -1.425309 -0.01 -0.04 0.02 0.334
H 1.678899 -0.592846 -1.794509 0.11 -0.02 -0.01 0.304
```
Positions in Å, forces in eV/Å.

# 4
Formula: C3H6N2O2
Source: the Open Molecules 2025 dataset
Level of theory: wB97M-V/def2-TZVPD

Its structure (SMILES) is [H]/N=C(N)/C(O)=C/O. For the frontier orbital gap, the calculation gives 8.30 eV. The HOMO energy comes out at -7.7 eV.

```
13
Properties=species:S:1:pos:R:3:forces:R:3:mulliken_charge:R:1
C 0.583838 0.349497 0.071896 -0.16 -0.71 0.07 -0.077
C -0.024931 -0.781977 -0.443668 0.52 0.11 0.54 0.431
N 0.521354 -1.821251 -1.156074 0.03 0.16 -0.21 -0.488
C -0.529674 1.172032 0.387145 0.11 0.08 -0.05 0.219
O 1.914165 0.598141 0.355915 -0.01 0.07 0.15 -0.589
O -0.524614 1.860382 1.550064 -0.05 -0.12 -0.29 -0.458
N -1.334281 -0.700886 -0.092942 -0.48 1.30 -0.06 -0.690
H 2.068190 0.429315 1.295538 0.02 -0.02 -0.18 0.330
H -1.176942 2.573247 1.522700 0.08 -0.17 0.02 0.375
H 1.530176 -1.832785 -1.196511 -0.10 0.04 -0.07 0.234
H 0.106313 -2.728513 -1.008097 0.00 0.17 0.03 0.256
H -1.964707 -0.718795 -0.906099 0.14 -0.75 -0.01 0.199
H -1.168886 1.601593 -0.379868 -0.10 -0.15 0.08 0.260
```
Positions in Å, forces in eV/Å.

# 5
Formula: C3H6N2O2
Source: the Open Molecules 2025 dataset
Level of theory: wB97M-V/def2-TZVPD

For the frontier orbital gap, the calculation gives 7.33 eV. The HOMO energy comes out at -6.7 eV.

```
13
Properties=species:S:1:pos:R:3:forces:R:3:mulliken_charge:R:1
C 0.680812 0.229880 0.088083 1.69 -0.20 0.63 0.494
C -1.041433 -0.629891 -0.631706 -1.01 -0.99 1.91 -0.451
C 1.947295 0.612120 0.792328 0.38 -0.46 -5.38 -1.044
N 0.256426 -0.880337 -0.346505 0.84 -1.08 0.36 -0.237
N -1.260683 0.705957 -0.654826 0.31 -1.41 -3.48 0.067
O -0.157657 1.217059 -0.048153 -1.40 2.94 1.24 -0.151
O -1.685343 -1.540225 -1.330253 -0.07 -1.06 0.19 -0.307
H -1.896973 -0.582187 1.254788 0.55 -0.56 -0.92 -0.070
H 2.492293 -0.294350 0.976626 0.33 0.06 0.75 0.308
H 1.628535 1.278159 1.487162 -0.26 1.50 2.91 0.368
H 2.489377 1.257651 -0.009325 -0.43 -1.12 1.40 0.272
H -2.192758 1.028662 -0.544395 -0.08 1.01 1.03 0.373
H -1.259890 -2.402498 -1.033824 -0.83 1.34 -0.63 0.378
```
Positions in Å, forces in eV/Å.

# 6
Formula: C3H6N2O2
Source: the Open Molecules 2025 dataset
Level of theory: wB97M-V/def2-TZVPD

Its structure (SMILES) is [H]/N=C1/OCON1C. For the frontier orbital gap, the calculation gives 10.94 eV. The HOMO energy comes out at -10.1 eV.

```
13
Properties=species:S:1:pos:R:3:forces:R:3:mulliken_charge:R:1
C 1.159715 -0.384305 -0.793413 3.02 0.73 1.34 -0.565
C -0.536369 1.521535 0.419924 -0.11 -0.33 1.70 -0.113
C -0.915377 -0.689506 0.514228 -0.89 -1.54 -2.06 0.683
H 1.083696 -1.329909 -1.324488 -1.01 0.27 -0.17 0.308
H 0.913799 0.574010 -1.281724 -0.23 -1.13 -0.45 0.184
H 2.368316 -0.323718 -0.749818 -2.74 -0.02 0.84 0.235
H -0.136523 1.679588 -0.554934 -0.12 0.57 -0.79 0.188
H -0.833759 2.472563 0.912288 -0.13 -0.86 -0.28 0.270
H -0.935262 -2.670793 0.319765 -0.36 1.53 0.54 0.278
N 0.486436 -0.467855 0.581335 0.88 1.26 0.03 -0.095
N -1.525776 -1.805104 0.376674 0.82 0.98 0.02 -0.655
O 0.433746 0.888479 1.219985 0.94 -0.77 -1.15 -0.349
O -1.562644 0.535015 0.360180 -0.07 -0.70 0.43 -0.369
```
Positions in Å, forces in eV/Å.

# 7
Formula: C3H6N2O2
Source: the Open Molecules 2025 dataset
Level of theory: wB97M-V/def2-TZVPD

Its structure (SMILES) is [H]/N=C(/N)OC(C)=O. For the frontier orbital gap, the calculation gives 10.23 eV. The HOMO energy comes out at -9.5 eV.

```
13
Properties=species:S:1:pos:R:3:forces:R:3:mulliken_charge:R:1
C -2.168517 -0.532785 -0.023049 -0.66 -0.48 -0.15 -0.980
C -1.009049 0.400041 -0.052694 0.19 0.09 0.56 0.800
C 1.347498 0.269357 -0.129177 0.66 1.07 1.28 0.511
H -2.283478 -1.041281 0.967349 0.12 0.72 -0.66 0.262
H -1.883208 -1.346169 -0.720560 -0.69 0.44 0.18 0.308
H -3.093088 0.026540 -0.306020 0.74 -0.73 0.24 0.312
H 1.954778 -1.520404 0.384817 -0.08 -0.95 0.33 0.209
H 3.178631 -0.359900 0.240557 -0.27 -0.15 -0.18 0.278
H 0.895681 2.085014 -0.155902 -0.74 0.70 0.06 0.357
N 2.273188 -0.700584 -0.064724 1.63 -0.48 -0.31 -0.470
N 1.667092 1.483076 -0.014178 0.51 -0.42 -0.67 -0.716
O -1.009200 1.596519 0.009619 -0.55 -0.35 -0.17 -0.566
O 0.129676 -0.359418 -0.136034 -0.85 0.53 -0.51 -0.305
```
Positions in Å, forces in eV/Å.

# 8
Formula: C3H6N2O2
Source: the Open Molecules 2025 dataset
Level of theory: wB97M-V/def2-TZVPD

Its structure (SMILES) is [H]/N=C/OCC(N)=O. For the frontier orbital gap, the calculation gives 9.85 eV. The HOMO energy comes out at -9.3 eV.

```
13
Properties=species:S:1:pos:R:3:forces:R:3:mulliken_charge:R:1
N -1.970275 -0.355145 -0.524744 -0.20 -0.13 -0.26 -0.353
C -0.958967 0.213847 0.136281 -0.97 0.40 0.58 0.500
O -0.895125 1.445346 0.191114 -0.58 -0.56 0.26 -0.659
C -0.031194 -0.754497 0.878758 -0.51 0.09 0.02 -0.304
O 1.308927 -0.366490 0.870992 -0.12 0.27 -0.27 -0.373
C 1.564607 0.560276 -0.142784 0.31 1.20 0.84 0.209
N 2.700171 0.408265 -0.681568 -0.95 0.06 -0.27 -0.671
H -2.586902 0.284648 -0.999572 -0.17 -0.20 0.01 0.254
H -2.095986 -1.346826 -0.596619 0.00 -0.04 -0.09 0.198
H -0.140796 -1.770460 0.464996 0.06 0.26 0.01 0.280
H -0.403333 -0.772407 1.909566 0.06 -0.04 -0.03 0.274
H 0.644330 1.387560 -0.069795 3.12 -1.68 -1.02 0.399
H 2.864539 1.065877 -1.436628 -0.05 0.37 0.22 0.245
```
Positions in Å, forces in eV/Å.

# 9
Formula: C3H6N2O2
Source: the Open Molecules 2025 dataset
Level of theory: wB97M-V/def2-TZVPD

Its structure (SMILES) is [H]/N=C(/N)OC(C)=O. For the frontier orbital gap, the calculation gives 9.87 eV. The HOMO energy comes out at -9.2 eV.

```
13
Properties=species:S:1:pos:R:3:forces:R:3:mulliken_charge:R:1
C 1.052144 -1.962557 0.021389 2.10 -0.92 -0.72 -1.044
C -0.103179 -1.106917 0.069021 -2.44 1.97 -0.45 0.783
C -0.574927 1.278037 0.105478 -1.51 -0.05 -1.13 0.500
H 1.553368 -2.036912 0.990459 0.31 0.70 -0.17 0.289
H 1.787990 -1.691053 -0.847716 -1.43 -0.60 1.80 0.251
H 0.612365 -2.932283 -0.040185 0.11 -0.98 -0.82 0.391
H 1.067899 2.434576 -0.335880 -1.48 0.35 0.37 0.231
H -0.493840 3.303576 -0.044409 0.92 -1.16 -0.50 0.285
H -2.184763 0.295322 0.080068 -0.61 -1.81 0.60 0.358
N 0.027290 2.439773 -0.304764 1.21 0.83 0.83 -0.427
N -1.841342 1.200882 0.170243 1.44 1.97 -0.01 -0.738
O -1.269572 -1.475129 -0.047584 2.81 1.18 0.44 -0.565
O 0.366567 0.252685 0.183880 -1.44 -1.48 -0.24 -0.314
```
Positions in Å, forces in eV/Å.

Listing ΔE to the lowest compared entry with this formula, charge and spin for the structures above in their given order: 1.600; 7.494; 4.796; 4.106; 7.100; 4.652; 1.157; 2.724; 1.670 eV.